Record 1
Computed, not measured: a 2-piece molecular cluster, C11H15NS overall at a distorted geometry, with wB97M-V/def2-TZVPD.

Cartesian coordinates (Å):
C1 0.78138 1.63316 -2.36206
C2 -0.25735 0.33466 -0.39752
C3 0.65056 1.16198 -0.98117
C4 1.18429 0.78401 1.20207
C5 1.67778 1.39139 0.02965
C6 1.88726 0.88572 2.42558
C7 2.85080 2.16264 0.05057
C8 2.99444 1.68790 2.44120
C9 3.46937 2.31661 1.27165
N1 -0.04941 0.24812 0.98454
H1 -1.20878 0.06525 -0.81056
H2 -0.37343 -0.50782 1.55822
H3 0.98271 2.71771 -2.49815
H4 0.02394 1.37568 -3.08644
H5 1.50151 0.41868 3.38190
H6 3.22529 2.65169 -0.82971
H7 3.56331 1.85435 3.33485
H8 4.26941 3.03039 1.36367
H9 1.78914 1.29547 -2.69839
C10 -2.35642 -2.50437 -1.53686
C11 -4.14843 -3.22942 0.44300
S1 -2.61818 -3.86242 -0.34078
H10 -1.26799 -2.49420 -1.44619
H11 -2.81757 -2.69733 -2.47927
H12 -2.58617 -1.51130 -1.18160
H13 -3.94282 -2.14896 0.57711
H14 -4.12278 -3.50318 1.53399
H15 -5.10187 -3.55638 0.05069

Output
HOMO-LUMO gap   0.3234 Ha
Energy relative to the best compared isomer or geometry (same formula, charge and spin)   25.3 kcal/mol
Total charge   0
LUMO energy   0.8 eV
Total energy   -23974.860 eV

Record 2
Computed, not measured: a 3-piece molecular cluster, C14H18F16N3O5S overall at a distorted geometry, with wB97M-V/def2-TZVPD.

Cartesian coordinates (Å):
N1 -4.33332 3.02630 -0.16729
C1 -3.14375 2.84014 -0.67889
N2 -2.88968 3.14638 -2.01712
C2 -2.32321 1.92239 -2.69084
O1 -1.40970 1.21533 -1.88208
C3 -1.99495 0.91131 -0.64717
C4 -1.15310 -0.03500 0.16616
S1 -1.95400 -0.45363 1.72250
O2 -1.67818 0.60938 2.64493
O3 -1.64790 -1.80692 2.05543
N3 -2.15942 2.23902 0.08950
H1 -5.17255 2.80271 -0.68982
H2 -4.42281 3.39579 0.77298
H3 -2.18139 3.88320 -2.01293
H4 -1.81195 2.24057 -3.59302
H5 -3.17325 1.28980 -2.95575
H6 -3.00520 0.50602 -0.80921
H7 -0.95244 -0.95391 -0.37888
H8 -0.22714 0.44743 0.47806
H9 -3.27248 -0.37015 1.39727
H10 -1.27738 2.71344 -0.12520
C5 2.00217 -6.59041 -0.46399
C6 0.78202 -6.99899 -1.30204
C7 0.60263 -6.33881 -2.67542
F1 0.43388 -5.00327 -2.54944
F2 -0.50345 -6.84546 -3.25880
F3 -0.34692 -6.85622 -0.57972
F4 0.94242 -8.32707 -1.57092
O4 1.78588 -5.63618 0.56143
C8 1.85618 -4.29392 0.34823
C9 0.51593 -3.60721 0.65207
F5 -0.46147 -4.08619 -0.13947
F6 0.63840 -2.27607 0.38556
F7 2.29088 -3.98545 -0.88872
F8 2.74695 -3.77688 1.22729
H11 2.28016 -7.49629 0.07157
H12 2.84681 -6.32296 -1.09943
H13 1.46491 -6.53804 -3.31639
H14 0.23909 -3.74114 1.69746
C10 1.63179 3.66530 -0.18673
C11 1.40882 5.13151 0.20486
C12 2.52728 5.85624 0.96534
F9 2.75076 5.26159 2.15093
F10 2.13261 7.12577 1.18522
F11 0.23684 5.24344 0.87197
F12 1.27387 5.80813 -0.97560
O5 1.03257 2.68675 0.64752
C13 1.69354 2.14439 1.73781
C14 0.96894 2.42346 3.06624
F13 0.88240 3.75268 3.27216
F14 1.69174 1.87204 4.05955
F15 2.97583 2.51331 1.77189
F16 1.64688 0.79979 1.54579
H15 1.11137 3.56286 -1.13960
H16 2.68292 3.45274 -0.37890
H17 3.44924 5.86439 0.37787
H18 -0.03004 1.98660 3.04579

Output
HOMO-LUMO gap   0.2945 Ha
Total charge   +1
LUMO energy   -5.4 eV
Total energy   -83823.889 eV

Record 3
Computed, not measured: C21H26BN5OPdSi as an isolated structure, with wB97M-V/def2-TZVPD.

Cartesian coordinates (Å):
Pd1 0.21189 0.55114 0.38657
B1 2.61662 1.52892 -1.31185
N1 3.10806 0.87918 0.02169
C1 4.32825 0.58582 0.47829
C2 4.20621 -0.02406 1.71429
C3 2.83482 -0.05966 1.94923
N2 2.19117 0.49163 0.91920
N3 1.65443 2.68425 -0.89014
C4 1.77143 3.99263 -1.13702
C5 0.69802 4.65362 -0.56860
C6 -0.05176 3.64617 0.03084
N4 0.54216 2.46917 -0.15907
H1 3.55627 1.99932 -1.89474
H2 2.00093 0.70674 -1.95085
H3 5.19894 0.83951 -0.10215
H4 4.99536 -0.37834 2.35383
H5 2.28572 -0.44226 2.79378
H6 2.61056 4.35868 -1.70313
H7 0.48547 5.70769 -0.58553
H8 -0.97039 3.71941 0.58837
C7 -2.47718 2.13651 2.03247
Si1 -2.96437 1.46499 0.34279
C8 -4.55957 0.51296 0.62541
C9 -3.33147 2.82778 -0.89373
N5 -1.69671 0.40833 -0.17532
C10 -1.91022 -0.80922 -0.78515
C11 -2.95693 -1.09313 -1.66430
C12 -3.12776 -2.36341 -2.20098
C13 -2.25407 -3.38932 -1.89266
C14 -1.18680 -3.14046 -1.03074
C15 -1.04198 -1.87717 -0.51506
O1 0.00091 -1.53918 0.37758
C16 1.08836 -2.41341 0.48014
C17 1.14721 -3.27259 1.55772
C18 2.25264 -4.10540 1.68153
C19 3.26924 -4.05984 0.73872
C20 3.18699 -3.18252 -0.33626
C21 2.08757 -2.35000 -0.47388
H9 -3.06184 3.01993 2.30361
H10 -1.41865 2.37801 2.13888
H11 -2.69923 1.35707 2.76635
H12 -5.19821 1.10373 1.28902
H13 -4.36185 -0.44178 1.11782
H14 -5.12540 0.31152 -0.28381
H15 -4.01578 3.57279 -0.47922
H16 -3.81377 2.39268 -1.77312
H17 -2.43128 3.33976 -1.23766
H18 -3.63259 -0.29442 -1.94092
H19 -3.94938 -2.54168 -2.88297
H20 -2.38109 -4.37371 -2.32079
H21 -0.48224 -3.92080 -0.77706
H22 0.33920 -3.28430 2.27752
H23 2.31761 -4.78829 2.51831
H24 4.13096 -4.70557 0.84397
H25 3.98292 -3.14269 -1.06810
H26 2.00057 -1.64675 -1.29317

Output
HOMO-LUMO gap   0.2813 Ha
Energy relative to the best compared isomer or geometry (same formula, charge and spin)   0.0 kcal/mol
Total charge   0
LUMO energy   0.3 eV
Total energy   -43733.086 eV